1.
Molecular formula: C4H7P
Method: DFT, ωB97M-V with the def2-TZVPD basis set

CARTESIAN COORDINATES (ANGSTROEM)
C (-1.0995, 0.6200, -0.0433)
C (-1.0571, -0.6783, -0.1360)
C (0.1394, 1.3504, 0.2279)
C (0.8640, -1.3527, 0.2093)
P (1.6765, 0.2286, -0.0428)
H (-2.0076, 1.0876, -0.0365)
H (-1.7806, -1.5277, -0.1820)
H (0.2188, 2.2137, -0.3053)
H (0.2479, 1.6046, 1.2254)
H (0.8061, -1.6131, 1.1770)
H (1.0836, -2.1774, -0.5658)
H (1.4580, 0.2611, -1.3732)

* orbital gap: 9.8 eV
* relative energy (zero: lowest compared OMol25 entry of this formula, charge and spin): 54.8 kcal/mol
* charge: 0
* LUMO level: 0.04125 Ha

***

2.
Molecular formula: C6H13NO
Method: DFT, ωB97M-V with the def2-TZVPD basis set

CARTESIAN COORDINATES (ANGSTROEM)
C (1.8878, -0.1680, 1.8701)
C (1.0931, 0.3615, 0.9310)
C (0.9464, 1.8470, 0.7792)
C (0.2818, -0.6982, -0.1974)
N (0.6269, -0.4240, -1.5456)
C (-1.1056, -0.6322, 0.3073)
C (-2.2075, -0.1575, -0.9067)
O (-2.3143, -1.1825, -1.8812)
H (2.5572, 0.4406, 2.4802)
H (1.9683, -1.2440, 2.0137)
H (1.6844, 2.3993, 1.3768)
H (-0.0441, 2.1816, 1.1023)
H (1.0827, 2.1571, -0.2622)
H (0.6824, -1.6899, 0.0402)
H (1.4058, 0.2229, -1.6422)
H (0.8307, -1.2704, -2.0707)
H (-1.3687, -0.0047, 1.1595)
H (-1.4485, -1.6401, 0.5497)
H (-3.1814, -0.0422, -0.4260)
H (-1.9457, 0.7894, -1.3856)
H (-1.4318, -1.2456, -2.2925)

* orbital gap: 9.9 eV
* relative energy (zero: lowest compared OMol25 entry of this formula, charge and spin): 66.1 kcal/mol
* charge: 0
* LUMO level: 0.03038 Ha
* SMILES: C=C(C)[C@H](N)CCO

***

3.
Molecular formula: C14H24BrCdN3OP2
Method: DFT, ωB97M-V with the def2-TZVPD basis set

CARTESIAN COORDINATES (ANGSTROEM)
Cd (0.6983, 0.6057, -0.1951)
P (-0.7031, 3.0732, -0.8753)
P (3.0021, -0.3909, -0.9133)
N (-1.5949, 0.3116, 0.5732)
N (0.3770, -1.5838, 0.4408)
H (-2.8255, -1.3947, 1.1009)
H (-0.6381, -2.6020, 1.9846)
H (-1.7942, -0.6643, 2.3866)
C (-1.8577, -0.9338, 1.3244)
H (-1.3127, -2.8224, 0.3511)
C (-0.8618, -2.0580, 1.0359)
H (-3.5771, 0.8354, 0.3540)
H (1.2281, -3.4668, 0.4125)
C (-2.5016, 1.0261, 0.0389)
C (1.3644, -2.3973, 0.1707)
C (-2.3125, 2.0297, -1.0939)
C (2.6064, -2.0589, -0.4098)
H (-3.1016, 2.8322, -1.0584)
H (3.3003, -2.8943, -0.5484)
H (3.2982, -0.4153, -2.2982)
H (4.1583, 0.0359, -0.1730)
H (-0.7061, 3.5354, -2.2160)
H (-1.5096, 4.0997, -0.3059)
H (-0.4246, -1.9916, -2.0490)
C (-0.4761, -1.2343, -2.8492)
C (0.4461, -1.5207, -4.0415)
C (-1.9567, -1.2485, -3.3084)
O (0.0013, -0.1166, -2.2152)
H (0.2584, -2.4836, -4.5448)
H (0.1773, -0.7733, -4.7929)
H (1.5210, -1.4128, -3.8362)
H (-2.6762, -1.2187, -2.4774)
H (-2.2086, -0.5142, -4.0886)
H (-2.1127, -2.2150, -3.8016)
H (-2.3527, 1.5806, -2.0738)
Br (-0.5004, 3.8019, 4.9259)
C (0.5915, 2.5203, 4.0468)
C (1.6363, 1.9145, 4.7457)
C (2.4081, 0.9571, 4.0849)
C (2.1204, 0.6751, 2.7487)
N (1.1492, 1.2811, 2.0595)
C (0.3659, 2.1630, 2.7066)
H (1.8342, 2.1849, 5.7753)
H (3.2223, 0.4274, 4.5677)
H (2.6871, -0.0697, 2.2017)
H (-0.4476, 2.5905, 2.1296)

* orbital gap (spin up / spin down): 7.5 / 5.1 eV
* relative energy (zero: lowest compared OMol25 entry of this formula, charge and spin): 14.7 kcal/mol
* 2S+1: 2
* charge: +1
* LUMO level (spin up / spin down): -0.10264 / -0.19069 Ha

***

4.
Molecular formula: C4H8O2
Method: DFT, ωB97M-V with the def2-TZVPD basis set

CARTESIAN COORDINATES (ANGSTROEM)
O (2.2601, -0.2102, 0.5888)
C (1.0815, -0.2621, -0.1175)
C (0.0237, 0.3624, 0.4577)
O (0.1591, 1.0631, 1.6291)
C (-1.5895, -0.7095, 0.1280)
C (-1.2681, 0.5638, -0.2194)
H (2.9190, -0.7461, 0.1386)
H (0.9742, -1.0209, -0.8877)
H (0.3488, 0.5920, -2.3044)
H (1.0297, 0.8183, 1.9904)
H (-2.4497, -0.7927, 0.7628)
H (-1.1926, -1.6401, -0.2696)
H (-0.3821, 0.6159, -2.0296)
H (-1.9139, 1.3660, 0.1329)

* orbital gap: 7.6 eV
* relative energy (zero: lowest compared OMol25 entry of this formula, charge and spin): 140.6 kcal/mol
* charge: 0
* LUMO level: 0.01970 Ha

***

5.
Molecular formula: C42H92O24S4
Method: DFT, ωB97M-V with the def2-TZVPD basis set

CARTESIAN COORDINATES (ANGSTROEM)
C (2.2202, 4.7471, 1.7106)
C (1.1832, 5.7166, 1.0580)
C (0.5919, 6.4508, 2.3195)
O (1.7722, 6.5315, 3.1510)
C (2.8442, 5.6625, 2.7902)
H (2.9475, 4.1266, 1.1872)
H (1.6213, 4.0486, 2.2950)
H (0.4128, 5.1804, 0.5039)
H (1.5934, 6.3975, 0.3122)
H (-0.1742, 5.8917, 2.8566)
H (0.1774, 7.4165, 2.0299)
H (3.3036, 5.0689, 3.5806)
H (3.6506, 6.2802, 2.3947)
C (1.8260, 1.2284, 6.3792)
C (1.2907, 0.1998, 5.3501)
C (1.7632, 0.7754, 4.0109)
O (1.5254, 2.1507, 4.2025)
C (1.7793, 2.5560, 5.5512)
H (2.8354, 0.9518, 6.6836)
H (1.2052, 1.2073, 7.2749)
H (0.2153, 0.0747, 5.4757)
H (1.8968, -0.6494, 5.6658)
H (1.2108, 0.3264, 3.1854)
H (2.7922, 0.5075, 3.7711)
H (1.0209, 3.2433, 5.9261)
H (2.7622, 3.0269, 5.5687)
C (-1.0834, 4.7448, -4.6399)
C (-0.0491, 4.7618, -3.5374)
C (-0.8929, 5.1231, -2.3667)
O (-2.1285, 4.4547, -2.5719)
C (-2.3147, 4.1169, -3.9864)
H (-0.7671, 4.1084, -5.4664)
H (-1.3536, 5.7549, -4.9475)
H (0.7880, 5.4313, -3.7350)
H (0.2685, 3.7240, -3.4366)
H (-0.9829, 6.1834, -2.1304)
H (-0.4351, 4.6679, -1.4885)
H (-3.2826, 4.4728, -4.3393)
H (-2.4078, 3.0331, -4.0549)
C (-4.4763, -0.6754, -1.9892)
C (-3.1812, 0.1583, -1.8392)
C (-3.6732, 1.5377, -1.4651)
O (-4.9742, 1.6692, -1.9840)
C (-5.6240, 0.3643, -2.0946)
H (-4.7027, -1.2602, -1.0976)
H (-4.3911, -1.3779, -2.8183)
H (-2.4819, 0.2923, -2.6646)
H (-2.5882, -0.2492, -1.0203)
H (-3.1062, 2.4155, -1.7750)
H (-3.6710, 1.6982, -0.3869)
H (-6.1243, 0.2691, -3.0583)
H (-6.3608, 0.2946, -1.2944)
C (-0.5056, 1.5194, 0.2013)
C (-0.8118, 0.1504, 0.7918)
C (-0.0852, -0.7831, -0.2046)
O (-0.1431, -0.0356, -1.4142)
C (-0.0233, 1.3104, -1.2428)
H (0.2777, 2.1100, 0.6764)
H (-1.3151, 2.2464, 0.2667)
H (-1.8764, -0.0552, 0.9026)
H (-0.2912, 0.0100, 1.7391)
H (-0.4792, -1.7947, -0.3019)
H (0.9790, -0.9584, -0.0469)
H (-0.7072, 1.8057, -1.9321)
H (1.0099, 1.6309, -1.3765)
C (-0.1517, -3.5377, 4.9849)
C (-1.4936, -3.4531, 4.3376)
C (-1.2938, -2.2907, 3.3556)
O (0.0319, -2.5639, 2.9346)
C (0.8369, -3.2314, 3.8669)
H (0.0191, -4.5456, 5.3630)
H (-0.0512, -2.8330, 5.8103)
H (-2.2186, -3.1561, 5.0954)
H (-1.8027, -4.3488, 3.7986)
H (-1.2877, -1.3630, 3.9278)
H (-1.9251, -2.2344, 2.4687)
H (1.6867, -2.7508, 4.3518)
H (1.2202, -4.2135, 3.5901)
O (-3.8432, -2.8969, 1.0730)
S (-3.4189, -4.3142, 1.0160)
O (-3.5159, -5.2194, 2.1702)
O (-4.3065, -4.9908, -0.2384)
C (-4.6433, -4.3333, -1.4136)
C (-5.0204, -5.4115, -2.4422)
C (-1.7049, -4.5198, 0.3361)
H (-3.7965, -3.7369, -1.7533)
H (-5.5305, -3.7174, -1.2661)
H (-4.2005, -5.7886, -3.0535)
H (-5.6228, -5.0580, -3.2791)
H (-5.4543, -6.2547, -1.9048)
H (-1.0858, -4.2770, 1.1997)
H (-1.5236, -3.7881, -0.4512)
H (-1.6221, -5.5333, -0.0565)
O (4.6274, -3.3012, -2.4249)
S (4.2396, -2.1769, -3.2605)
O (5.1700, -1.1445, -3.6502)
O (3.4543, -2.7743, -4.6840)
C (2.7115, -3.9445, -4.4978)
C (1.9361, -4.3709, -5.7235)
C (2.7316, -1.3958, -2.4873)
H (2.0192, -3.7180, -3.6869)
H (3.3986, -4.7405, -4.2108)
H (1.5518, -3.5295, -6.3002)
H (1.0072, -4.8799, -5.4662)
H (2.5756, -4.9426, -6.3959)
H (3.1036, -0.9857, -1.5484)
H (1.8880, -2.0837, -2.4310)
H (2.4903, -0.5341, -3.1097)
O (1.7297, -5.0651, 1.2284)
S (2.1622, -4.5411, -0.0634)
O (1.1551, -4.3273, -1.0968)
O (2.9584, -3.1364, 0.1647)
C (3.7818, -2.9863, 1.2748)
C (4.1473, -1.4283, 1.4700)
C (3.4965, -5.6052, -0.6957)
H (4.6961, -3.5306, 1.0389)
H (3.4135, -3.4250, 2.2022)
H (4.3788, -0.9080, 0.5405)
H (5.0426, -1.3057, 2.0795)
H (3.3121, -0.8836, 1.9103)
H (3.5109, -5.4183, -1.7694)
H (3.4666, -6.6387, -0.3505)
H (4.4444, -5.2650, -0.2787)
O (-1.6770, 2.6783, 6.4182)
S (-2.5177, 3.2825, 5.4134)
O (-3.9501, 3.1118, 5.4843)
O (-2.1812, 4.8847, 5.5778)
C (-3.0545, 5.8177, 4.8757)
C (-2.4754, 7.2367, 5.2641)
C (-1.7799, 3.0156, 3.7327)
H (-4.0912, 5.6066, 5.1379)
H (-2.9259, 5.7504, 3.7954)
H (-3.1319, 8.0494, 4.9532)
H (-1.4771, 7.4032, 4.8593)
H (-2.2760, 7.2619, 6.3354)
H (-0.9268, 3.6926, 3.6890)
H (-2.5147, 3.1991, 2.9489)
H (-1.3663, 2.0129, 3.6245)
C (-3.9077, -5.4807, -6.2860)
O (-3.5929, -4.3135, -5.4748)
C (-2.3545, -4.1289, -5.0308)
O (-1.3459, -4.7306, -5.4120)
O (-2.3588, -3.0920, -4.0947)
C (-1.2396, -2.7341, -3.3941)
H (-3.3580, -5.4529, -7.2268)
H (-4.9741, -5.5860, -6.4856)
H (-3.4804, -6.3712, -5.8250)
H (-0.6043, -2.2377, -4.1276)
H (-0.7449, -3.5607, -2.8841)
H (-1.4529, -1.9040, -2.7206)
C (7.4185, 1.5458, -1.6964)
O (6.4676, 2.2746, -2.4313)
C (5.1738, 1.9206, -2.2440)
O (4.7905, 0.9856, -1.4922)
O (4.4545, 2.7096, -3.0674)
C (3.0633, 2.5896, -3.0952)
H (7.4836, 1.9313, -0.6790)
H (8.3689, 1.7460, -2.1911)
H (7.2707, 0.4683, -1.7696)
H (2.7568, 1.5500, -3.2115)
H (2.6605, 3.2841, -3.8324)
H (2.6689, 2.9442, -2.1429)

* orbital gap (spin up / spin down): 8.7 / 2.8 eV
* 2S+1: 2
* charge: +1
* LUMO level (spin up / spin down): -0.09291 / -0.31116 Ha

***

6.
Molecular formula: C40H35BMgN9
Method: DFT, ωB97M-V with the def2-TZVPD basis set

CARTESIAN COORDINATES (ANGSTROEM)
Mg (-19.0023, -2.5458, -4.0592)
C (-14.8004, -5.8895, -4.1899)
C (-16.2330, -5.5326, -3.8663)
C (-17.0481, -6.2543, -2.9750)
C (-18.2555, -5.4857, -2.7829)
N (-18.2311, -4.4392, -3.6962)
N (-16.8875, -4.4218, -4.1835)
B (-16.5489, -3.4506, -5.2977)
N (-16.3514, -2.0160, -4.6354)
N (-17.0890, -1.7351, -3.4798)
C (-16.5223, -0.6472, -2.9263)
C (-15.3089, -0.3211, -3.5850)
C (-15.2294, -1.2243, -4.6626)
C (-14.1824, -1.3645, -5.7119)
C (-16.8818, -0.0247, -1.6835)
C (-17.8074, -0.7181, -0.8049)
C (-18.0731, -0.1239, 0.4733)
C (-17.7859, 1.2526, 0.6597)
C (-17.0573, 1.9692, -0.3145)
C (-16.5145, 1.3262, -1.3868)
N (-17.7275, -3.3043, -6.3152)
N (-19.0923, -3.2162, -5.9677)
C (-19.7666, -3.1242, -7.1407)
C (-18.7779, -3.0686, -8.2239)
C (-17.5368, -3.3344, -7.6257)
C (-16.2059, -3.3338, -8.3542)
C (-21.2373, -3.0119, -7.1515)
C (-21.8722, -2.4919, -8.3578)
C (-23.2894, -2.3175, -8.3791)
C (-24.0582, -2.7330, -7.2938)
C (-23.4772, -3.2867, -6.1657)
C (-22.0947, -3.5183, -6.1389)
C (-19.4487, -5.7353, -2.0225)
C (-19.5165, -6.7409, -1.0159)
C (-20.6192, -7.0188, -0.2998)
C (-21.8182, -6.2426, -0.6001)
C (-21.7623, -5.2106, -1.5280)
C (-20.5741, -4.9543, -2.2714)
H (-14.3499, -6.2988, -3.3059)
H (-14.1764, -5.0708, -4.4997)
H (-14.8214, -6.6773, -4.9479)
H (-16.7394, -7.0923, -2.3029)
H (-15.5861, -3.9401, -5.8631)
H (-14.7384, 0.5797, -3.4248)
H (-13.3324, -0.7278, -5.5370)
H (-14.5896, -0.9388, -6.6265)
H (-13.8930, -2.4250, -5.8242)
H (-18.1556, -1.6652, -1.1145)
H (-18.6211, -0.6674, 1.2227)
H (-18.2563, 1.8445, 1.4363)
H (-16.9649, 3.0563, -0.1281)
H (-15.9317, 1.8770, -2.1847)
H (-19.0558, -3.1155, -9.2914)
H (-16.3564, -3.8766, -9.3045)
H (-15.3480, -3.7093, -7.6966)
H (-16.0347, -2.3374, -8.6705)
H (-21.2776, -2.2632, -9.2417)
H (-23.6860, -1.7892, -9.2377)
H (-25.1140, -2.4206, -7.4748)
H (-24.0189, -3.5084, -5.2570)
H (-21.6068, -3.9607, -5.1728)
H (-18.5920, -7.4325, -0.9975)
H (-20.8253, -7.8006, 0.4696)
H (-22.7451, -6.3881, -0.0084)
H (-22.5693, -4.5248, -1.6153)
H (-20.4575, -4.1431, -3.0022)
N (-26.2018, 4.9888, -5.7780)
C (-25.5303, 4.0966, -5.4945)
C (-24.8244, 2.9399, -5.0118)
C (-24.3689, 2.0706, -5.9578)
C (-23.6333, 0.9139, -5.4614)
C (-23.4169, 0.7479, -4.1168)
C (-24.0149, 1.6535, -3.1730)
C (-24.7284, 2.7699, -3.6534)
N (-22.4760, -0.2118, -3.6816)
C (-22.5381, -0.7543, -2.4598)
C (-21.3936, -1.5012, -2.2225)
N (-20.7274, -1.6138, -3.5042)
C (-21.4095, -0.7673, -4.2722)
H (-24.6011, 2.2161, -7.0698)
H (-23.1314, 0.2636, -6.1817)
H (-23.8671, 1.4763, -2.0655)
H (-24.8857, 3.6338, -2.9692)
H (-23.2921, -0.5511, -1.7153)
H (-21.2001, -2.1260, -1.3482)
H (-21.1214, -0.5642, -5.2525)

* orbital gap: 8.1 eV
* relative energy (zero: lowest compared OMol25 entry of this formula, charge and spin): 21.7 kcal/mol
* charge: +1
* LUMO level: -0.09435 Ha

***

- Which formula does entry 2 have?
  C6H13NO